Formula: C77H180F15N9O24S5
Source: the OMol25 dataset
Level of theory: ωB97M-V with the def2-TZVPD basis set

Each atom is followed by the atoms it is bonded to, with distances in Å.
CARTESIAN COORDINATES (ANGSTROEM)
1 C 2.45 -7.82 -2.30  C2 1.478, H11 1.073, H12 1.097, H13 1.113
2 C 3.86 -7.48 -2.58  C1 1.478, N3 1.538, H14 1.084, H15 1.114
3 N 4.13 -5.98 -2.34  C2 1.538, C4 1.488, C5 1.540, C7 1.519
4 C 3.37 -5.13 -3.30  N3 1.488, H16 1.064, H17 1.074, H18 1.063
5 C 3.65 -5.53 -0.95  N3 1.540, C6 1.504, H19 1.087, H20 1.066
6 C 4.09 -6.44 0.16  C5 1.504, H21 1.068, H22 1.095, H23 1.088
7 C 5.62 -5.66 -2.44  N3 1.519, C8 1.574, H24 1.103, H25 1.074
8 C 6.24 -6.40 -3.68  C7 1.574, O9 1.407, H26 1.085, H27 1.102
9 O 5.73 -6.11 -4.95  C8 1.407, C10 1.460
10 C 5.91 -4.73 -5.41  O9 1.460, H28 1.097, H29 1.107, H30 1.075
11 H 2.27 -8.88 -2.28  C1 1.073
12 H 1.83 -7.45 -3.12  C1 1.097
13 H 1.98 -7.45 -1.36  C1 1.113
14 H 4.10 -7.68 -3.62  C2 1.084
15 H 4.52 -8.07 -1.91  C2 1.114
16 H 3.59 -4.12 -3.03  C4 1.064
17 H 2.34 -5.39 -3.15  C4 1.074
18 H 3.64 -5.41 -4.29  C4 1.063
19 H 2.58 -5.37 -0.87  C5 1.087
20 H 4.03 -4.55 -0.82  C5 1.066
21 H 5.10 -6.80 0.07  C6 1.068
22 H 3.48 -7.34 0.26  C6 1.095
23 H 4.04 -5.87 1.09  C6 1.088
24 H 6.15 -6.09 -1.57  C7 1.103
25 H 5.76 -4.60 -2.54  C7 1.074
26 H 6.11 -7.46 -3.50  C8 1.085
27 H 7.32 -6.21 -3.56  C8 1.102
28 H 6.98 -4.50 -5.41  C10 1.097
29 H 5.34 -3.98 -4.84  C10 1.107
30 H 5.58 -4.71 -6.44  C10 1.075
31 C 3.50 8.79 5.92  C32 1.437, H41 1.061, H42 1.072, H43 1.082
32 C 3.66 8.04 4.70  C31 1.437, N33 1.566, H44 1.112, H45 1.089
33 N 4.00 6.53 4.94  C32 1.566, C34 1.517, C35 1.515, C37 1.554
34 C 5.41 6.44 5.47  N33 1.517, H46 1.067, H47 1.072, H48 1.082
35 C 3.00 5.82 5.83  N33 1.515, C36 1.536, H49 1.099, H50 1.081
36 C 1.54 5.91 5.35  C35 1.536, H51 1.116, H52 1.076, H53 1.109
37 C 3.90 5.88 3.52  N33 1.554, C38 1.500, H54 1.083, H55 1.066
38 C 4.50 4.52 3.33  C37 1.500, O39 1.379, H56 1.072, H57 1.100
39 O 3.64 3.56 3.84  C38 1.379, C40 1.496
40 C 3.85 2.18 3.32  O39 1.496, H58 1.105, H59 1.059, H60 1.093
41 H 3.67 9.83 5.79  C31 1.061
42 H 4.16 8.44 6.69  C31 1.072
43 H 2.55 8.63 6.41  C31 1.082
44 H 4.54 8.38 4.12  C32 1.112
45 H 2.75 8.03 4.10  C32 1.089
46 H 6.03 6.85 4.70  C34 1.067
47 H 5.67 5.42 5.69  C34 1.072
48 H 5.47 7.09 6.33  C34 1.082
49 H 3.14 6.20 6.85  C35 1.099
50 H 3.37 4.80 5.86  C35 1.081
51 H 1.26 5.06 4.70  C36 1.116
52 H 1.27 6.86 4.92  C36 1.076
53 H 0.81 5.79 6.17  C36 1.109
54 H 4.48 6.54 2.88  C37 1.083
55 H 2.87 5.93 3.25  C37 1.066
56 H 5.49 4.48 3.73  C38 1.072
57 H 4.63 4.36 2.25  C38 1.100
58 H 4.95 2.03 3.27  C40 1.105
59 H 3.37 2.15 2.37  C40 1.059
60 H 3.32 1.55 4.03  C40 1.093
61 C -6.98 3.57 6.64  C62 1.495, H71 1.085, H72 1.064, H73 1.112
62 C -5.74 4.36 6.94  C61 1.495, N63 1.475, H74 1.078, H75 1.094
63 N -4.48 3.85 6.37  C62 1.475, C64 1.559, C65 1.535, C67 1.546
64 C -4.33 4.27 4.87  N63 1.559, H76 1.076, H77 1.097, H78 1.095
65 C -3.36 4.51 7.18  N63 1.535, C66 1.461, H79 1.095, H80 1.108
66 C -1.99 4.04 7.02  C65 1.461, H81 1.098, H82 1.104, H83 1.092
67 C -4.33 2.31 6.40  N63 1.546, C68 1.521, H84 1.082, H85 1.084
68 C -4.07 1.61 7.72  C67 1.521, O69 1.421, H86 1.060, H87 1.095
69 O -5.29 1.61 8.46  C68 1.421, C70 1.441
70 C -5.10 1.43 9.88  O69 1.441, H88 1.128, H89 1.066, H90 1.098
71 H -7.86 4.15 6.90  C61 1.085
72 H -6.97 2.63 7.14  C61 1.064
73 H -7.02 3.30 5.56  C61 1.112
74 H -5.70 4.43 8.01  C62 1.078
75 H -5.95 5.35 6.53  C62 1.094
76 H -3.35 3.94 4.56  C64 1.076
77 H -4.34 5.37 4.90  C64 1.097
78 H -5.18 3.92 4.29  C64 1.095
79 H -3.71 4.37 8.21  C65 1.095
80 H -3.43 5.60 6.99  C65 1.108
81 H -1.51 4.20 6.05  C66 1.098
82 H -1.90 2.96 7.25  C66 1.104
83 H -1.33 4.58 7.70  C66 1.092
84 H -3.63 2.12 5.60  C67 1.082
85 H -5.28 1.95 6.01  C67 1.084
86 H -3.37 2.09 8.36  C68 1.060
87 H -3.72 0.59 7.56  C68 1.095
88 H -4.62 0.44 10.13  C70 1.128
89 H -6.08 1.38 10.28  C70 1.066
90 H -4.50 2.23 10.33  C70 1.098
91 C -8.28 -4.62 -1.08  C92 1.522, H101 1.077, H102 1.121, H103 1.077
92 C -8.19 -4.14 0.36  C91 1.522, N93 1.571, H104 1.083, H105 1.070
93 N -7.35 -5.09 1.29  C92 1.571, C94 1.514, C95 1.488, C97 1.540
94 C -7.41 -4.53 2.70  N93 1.514, H106 1.101, H107 1.078, H108 1.112
95 C -7.90 -6.47 1.35  N93 1.488, C96 1.555, H109 1.076, H110 1.126
96 C -7.57 -7.40 2.55  C95 1.555, H111 1.101, H112 1.072, H113 1.082
97 C -5.88 -5.20 0.86  N93 1.540, C98 1.468, H114 1.119, H115 1.099
98 C -5.13 -3.95 0.94  C97 1.468, O99 1.423, H116 1.102, H117 1.099
99 O -5.60 -3.05 -0.06  C98 1.423, C100 1.463
100 C -4.60 -1.99 -0.16  O99 1.463, H118 1.115, H119 1.107, H120 1.090
101 H -7.32 -4.91 -1.48  C91 1.077
102 H -8.46 -3.67 -1.64  C91 1.121
103 H -9.05 -5.33 -1.34  C91 1.077
104 H -9.16 -3.99 0.80  C92 1.083
105 H -7.68 -3.20 0.42  C92 1.070
106 H -6.63 -5.00 3.32  C94 1.101
107 H -8.38 -4.67 3.14  C94 1.078
108 H -7.25 -3.43 2.75  C94 1.112
109 H -7.74 -7.08 0.48  C95 1.076
110 H -9.03 -6.43 1.32  C95 1.126
111 H -7.82 -6.97 3.54  C96 1.101
112 H -6.52 -7.57 2.48  C96 1.072
113 H -8.25 -8.23 2.43  C96 1.082
114 H -5.87 -5.74 -0.13  C97 1.119
115 H -5.41 -5.92 1.54  C97 1.099
116 H -4.03 -4.05 0.82  C98 1.102
117 H -5.17 -3.44 1.91  C98 1.099
118 H -3.55 -2.32 -0.31  C100 1.115
119 H -4.63 -1.30 0.70  C100 1.107
120 H -4.89 -1.41 -1.04  C100 1.090
121 C -0.67 8.34 -2.62  C122 1.505, H131 1.113, H132 1.092, H133 1.097
122 C -1.83 8.42 -1.67  C121 1.505, N123 1.512, H134 1.054, H135 1.108
123 N -2.59 7.11 -1.74  C122 1.512, C124 1.523, C125 1.482, C127 1.529
124 C -3.84 7.31 -0.90  N123 1.523, H136 1.064, H137 1.103, H138 1.083
125 C -2.94 6.73 -3.12  N123 1.482, C126 1.541, H139 1.087, H140 1.074
126 C -3.60 7.86 -3.94  C125 1.541, H141 1.087, H142 1.111, H143 1.095
127 C -1.80 5.94 -1.16  N123 1.529, C128 1.473, H144 1.117, H145 1.056
128 C -2.50 4.65 -1.02  C127 1.473, O129 1.431, H146 1.084, H147 1.085
129 O -3.42 4.60 0.07  C128 1.431, C130 1.421
130 C -4.06 3.33 0.16  O129 1.421, H148 1.083, H149 1.067, H150 1.097
131 H -0.41 7.27 -2.80  C121 1.113
132 H 0.20 8.89 -2.25  C121 1.092
133 H -0.88 8.83 -3.58  C121 1.097
134 H -2.49 9.23 -1.85  C122 1.054
135 H -1.57 8.51 -0.60  C122 1.108
136 H -4.53 6.53 -1.13  C124 1.064
137 H -4.32 8.28 -1.14  C124 1.103
138 H -3.46 7.29 0.11  C124 1.083
139 H -3.51 5.81 -2.98  C125 1.087
140 H -2.08 6.33 -3.62  C125 1.074
141 H -2.89 8.64 -4.23  C126 1.087
142 H -4.46 8.35 -3.44  C126 1.111
143 H -4.01 7.46 -4.86  C126 1.095
144 H -1.43 6.29 -0.16  C127 1.117
145 H -0.95 5.75 -1.75  C127 1.056
146 H -1.70 3.92 -0.94  C128 1.084
147 H -3.01 4.31 -1.92  C128 1.085
148 H -4.75 3.25 0.98  C130 1.083
149 H -3.35 2.54 0.26  C130 1.067
150 H -4.69 3.19 -0.73  C130 1.097
151 C 5.08 1.21 -4.58  C152 1.486, H161 1.085, H162 1.098, H163 1.100
152 C 4.91 2.63 -4.99  C151 1.486, N153 1.552, H164 1.091, H165 1.105
153 N 3.56 3.14 -5.56  C152 1.552, C154 1.550, C155 1.503, C157 1.545
154 C 3.71 4.63 -5.97  N153 1.550, H166 1.080, H167 1.087, H168 1.070
155 C 3.14 2.28 -6.72  N153 1.503, C156 1.503, H169 1.081, H170 1.098
156 C 4.17 2.00 -7.77  C155 1.503, H171 1.071, H172 1.073, H173 1.035
157 C 2.57 3.10 -4.38  N153 1.545, C158 1.514, H174 1.090, H175 1.124
158 C 1.17 3.60 -4.69  C157 1.514, O159 1.400, H176 1.081, H177 1.093
159 O 0.49 2.56 -5.34  C158 1.400, C160 1.388
160 C -0.88 2.77 -5.43  O159 1.388, H178 1.108, H179 1.111, H180 1.114
161 H 4.59 1.01 -3.63  C151 1.085
162 H 6.13 0.98 -4.35  C151 1.098
163 H 4.74 0.46 -5.31  C151 1.100
164 H 5.67 2.88 -5.73  C152 1.091
165 H 5.20 3.25 -4.13  C152 1.105
166 H 4.55 4.71 -6.65  C154 1.080
167 H 3.99 5.24 -5.12  C154 1.087
168 H 2.84 4.90 -6.52  C154 1.070
169 H 2.22 2.65 -7.14  C155 1.081
170 H 2.83 1.32 -6.27  C155 1.098
171 H 3.73 1.38 -8.53  C156 1.071
172 H 5.01 1.41 -7.45  C156 1.073
173 H 4.53 2.86 -8.22  C156 1.035
174 H 3.09 3.68 -3.62  C157 1.090
175 H 2.49 2.03 -4.03  C157 1.124
176 H 1.14 4.52 -5.25  C158 1.081
177 H 0.60 3.86 -3.79  C158 1.093
178 H -1.12 3.45 -6.27  C160 1.108
179 H -1.22 3.24 -4.48  C160 1.111
180 H -1.42 1.81 -5.56  C160 1.114
181 C -0.02 -4.39 5.96  C182 1.510, H191 1.073, H192 1.104, H193 1.141
182 C 0.83 -3.67 4.94  C181 1.510, N183 1.573, H194 1.113, H195 1.074
183 N 2.18 -4.40 4.61  C182 1.573, C184 1.538, C185 1.542, C187 1.516
184 C 1.82 -5.82 4.16  N183 1.538, H196 1.072, H197 1.086, H198 1.091
185 C 2.90 -3.64 3.47  N183 1.542, C186 1.506, H199 1.096, H200 1.106
186 C 3.26 -2.20 3.73  C185 1.506, H201 1.082, H202 1.059, H203 1.060
187 C 3.03 -4.49 5.85  N183 1.516, C188 1.489, H204 1.106, H205 1.079
188 C 4.50 -4.64 5.66  C187 1.489, O189 1.358, H206 1.104, H207 1.111
189 O 4.76 -5.81 5.02  C188 1.358, C190 1.419
190 C 6.16 -6.01 4.94  O189 1.419, H208 1.090, H209 1.074, H210 1.084
191 H 0.49 -4.70 6.85  C181 1.073
192 H -0.51 -5.28 5.53  C181 1.104
193 H -0.94 -3.80 6.28  C181 1.141
194 H 1.17 -2.66 5.28  C182 1.113
195 H 0.34 -3.56 3.99  C182 1.074
196 H 0.98 -5.73 3.49  C184 1.072
197 H 1.49 -6.36 5.04  C184 1.086
198 H 2.69 -6.35 3.76  C184 1.091
199 H 2.29 -3.73 2.57  C185 1.096
200 H 3.84 -4.20 3.32  C185 1.106
201 H 3.92 -2.06 4.58  C186 1.082
202 H 2.45 -1.53 3.88  C186 1.059
203 H 3.82 -1.71 2.97  C186 1.060
204 H 2.69 -5.28 6.54  C187 1.106
205 H 2.93 -3.52 6.30  C187 1.079
206 H 4.99 -4.66 6.64  C188 1.104
207 H 4.91 -3.80 5.05  C188 1.111
208 H 6.36 -6.84 4.27  C190 1.090
209 H 6.49 -6.15 5.95  C190 1.074
210 H 6.61 -5.08 4.58  C190 1.084
211 C -0.69 -3.64 -8.82  C212 1.544, H221 1.135, H222 1.070, H223 1.110
212 C -0.55 -4.77 -7.79  C211 1.544, N213 1.529, H224 1.087, H225 1.084
213 N -1.75 -4.79 -6.84  C212 1.529, C214 1.447, C215 1.485, C217 1.577
214 C -3.00 -4.99 -7.55  N213 1.447, H226 1.065, H227 1.076, H228 1.086
215 C -1.62 -5.96 -5.94  N213 1.485, C216 1.534, H229 1.098, H230 1.094
216 C -0.45 -6.02 -4.96  C215 1.534, H231 1.101, H232 1.094, H233 1.070
217 C -1.76 -3.41 -6.07  N213 1.577, C218 1.532, H234 1.100, H235 1.076
218 C -2.58 -3.45 -4.78  C217 1.532, O219 1.469, H236 1.056, H237 1.098
219 O -3.96 -3.87 -5.08  C218 1.469, C220 1.436
220 C -4.77 -3.88 -3.90  O219 1.436, H238 1.087, H239 1.106, H240 1.119
221 H -0.70 -2.61 -8.35  C211 1.135
222 H -1.48 -3.79 -9.53  C211 1.070
223 H 0.21 -3.59 -9.47  C211 1.110
224 H 0.34 -4.68 -7.17  C212 1.087
225 H -0.48 -5.75 -8.26  C212 1.084
226 H -3.74 -5.09 -6.79  C214 1.065
227 H -2.92 -5.92 -8.08  C214 1.076
228 H -3.11 -4.14 -8.21  C214 1.086
229 H -1.75 -6.84 -6.58  C215 1.098
230 H -2.50 -5.96 -5.29  C215 1.094
231 H -0.51 -6.87 -4.25  C216 1.101
232 H -0.45 -5.11 -4.36  C216 1.094
233 H 0.51 -6.09 -5.42  C216 1.070
234 H -2.15 -2.70 -6.82  C217 1.100
235 H -0.75 -3.15 -5.81  C217 1.076
236 H -2.64 -2.50 -4.33  C218 1.056
237 H -2.11 -4.10 -4.03  C218 1.098
238 H -4.88 -2.86 -3.55  C220 1.087
239 H -4.28 -4.46 -3.10  C220 1.106
240 H -5.79 -4.24 -4.21  C220 1.119
241 C 1.44 -2.47 -1.99  C242 1.565, H251 1.091, H252 1.095, H253 1.085
242 C 0.26 -1.46 -2.02  C241 1.565, N243 1.572, H254 1.076, H255 1.130
243 N 0.47 -0.15 -1.17  C242 1.572, C244 1.510, C245 1.569, C247 1.538
244 C 1.84 0.41 -1.47  N243 1.510, H256 1.100, H257 1.097, H258 1.114
245 C -0.68 0.82 -1.57  N243 1.569, C246 1.550, H259 1.103, H260 1.059
246 C -2.14 0.39 -1.25  C245 1.550, H261 1.135, H262 1.089, H263 1.093
247 C 0.38 -0.41 0.35  N243 1.538, C248 1.544, H264 1.108, H265 1.099
248 C 0.55 0.87 1.19  C247 1.544, O249 1.376, H266 1.114, H267 1.109
249 O -0.53 1.72 1.14  C248 1.376, C250 1.412
250 C -0.33 3.00 1.70  O249 1.412, H268 1.093, H269 1.074, H270 1.114
251 H 1.09 -3.47 -2.24  C241 1.091
252 H 1.89 -2.59 -1.00  C241 1.095
253 H 2.12 -2.16 -2.78  C241 1.085
254 H -0.63 -1.93 -1.63  C242 1.076
255 H 0.08 -1.14 -3.09  C242 1.130
256 H 2.14 0.29 -2.53  C244 1.100
257 H 2.54 -0.18 -0.87  C244 1.097
258 H 1.85 1.48 -1.17  C244 1.114
259 H -0.50 1.08 -2.63  C245 1.103
260 H -0.48 1.66 -0.95  C245 1.059
261 H -2.62 -0.05 -2.18  C246 1.135
262 H -2.72 1.26 -0.96  C246 1.089
263 H -2.12 -0.36 -0.46  C246 1.093
264 H 1.23 -1.09 0.56  C247 1.108
265 H -0.57 -0.90 0.59  C247 1.099
266 H 1.44 1.46 0.86  C248 1.114
267 H 0.75 0.44 2.19  C248 1.109
268 H -0.42 2.92 2.79  C250 1.093
269 H -1.05 3.68 1.29  C250 1.074
270 H 0.70 3.35 1.47  C250 1.114
271 C -0.74 -5.54 0.23  F272 1.271, F273 1.344, F274 1.345, S275 1.786
272 F -1.95 -5.92 0.11  C271 1.271
273 F -0.02 -6.45 0.90  C271 1.344
274 F -0.14 -5.42 -0.97  C271 1.345
275 S -0.68 -3.94 1.01  C271 1.786, O276 1.423, O277 1.475, O278 1.475
276 O -1.38 -4.10 2.24  S275 1.423
277 O 0.76 -3.64 1.06  S275 1.475
278 O -1.40 -3.12 0.01  S275 1.475
279 C -2.14 6.43 3.41  F280 1.327, F281 1.362, F282 1.350, S283 1.888
280 F -1.36 5.44 3.01  C279 1.327
281 F -3.43 6.29 2.99  C279 1.362
282 F -2.17 6.44 4.76  C279 1.350
283 S -1.39 8.10 2.95  C279 1.888, O284 1.464, O285 1.439, O286 1.483
284 O -1.72 8.21 1.52  S283 1.464
285 O -1.99 9.01 3.88  S283 1.439
286 O 0.07 7.87 3.10  S283 1.483
287 C 1.89 5.85 0.26  F288 1.351, F289 1.349, F290 1.352, S291 1.796
288 F 3.03 6.35 0.78  C287 1.351
289 F 1.03 5.49 1.24  C287 1.349
290 F 1.26 6.69 -0.60  C287 1.352
291 S 2.36 4.37 -0.65  C287 1.796, O292 1.477, O293 1.454, O294 1.460
292 O 2.96 3.55 0.43  S291 1.477
293 O 1.09 3.90 -1.17  S291 1.454
294 O 3.26 4.87 -1.68  S291 1.460
295 C 5.24 -1.67 0.44  F296 1.354, F297 1.341, F298 1.324, S299 1.882
296 F 5.57 -2.92 0.83  C295 1.354
297 F 3.91 -1.59 0.54  C295 1.341
298 F 5.92 -0.82 1.21  C295 1.324
299 S 5.74 -1.44 -1.36  C295 1.882, O300 1.436, O301 1.448, O302 1.443
300 O 5.35 -0.08 -1.63  S299 1.436
301 O 7.15 -1.79 -1.41  S299 1.448
302 O 4.86 -2.40 -1.97  S299 1.443
303 C 2.88 -2.11 -7.00  F304 1.307, F305 1.338, F306 1.347, S307 1.843
304 F 3.37 -1.13 -7.70  C303 1.307
305 F 2.49 -3.17 -7.73  C303 1.338
306 F 3.86 -2.57 -6.20  C303 1.347
307 S 1.60 -1.53 -5.80  C303 1.843, O308 1.462, O309 1.444, O310 1.445
308 O 0.73 -0.85 -6.77  S307 1.462
309 O 1.06 -2.73 -5.21  S307 1.444
310 O 2.32 -0.63 -4.94  S307 1.445

## Properties
- Total charge: +4
- Energy above the lowest of the compared OMol25 structures with the same formula, charge and spin: 0.00 kcal per mole
- E_HOMO: -14.386 eV
- Total energy: -8827.93020 Eh
- Gap between HOMO and LUMO: 0.29081 hartree